# 1
{"formula": "C25H62B2CaCl4FLiNO11Si2", "method": "ωB97M-V/def2-TZVPD", "elements": ["C", "C", "C", "C", "C", "Si", "C", "C", "C", "C", "O", "C", "O", "Si", "C", "O", "C", "C", "O", "C", "C", "O", "C", "C", "C", "B", "O", "O", "B", "C", "O", "H", "H", "H", "H", "H", "H", "H", "H", "H", "H", "H", "H", "H", "H", "H", "H", "H", "H", "H", "H", "H", "H", "H", "H", "H", "H", "H", "H", "H", "H", "H", "H", "H", "H", "H", "H", "H", "H", "H", "H", "H", "H", "H", "H", "H", "H", "O", "H", "H", "C", "C", "C", "O", "H", "H", "H", "H", "H", "H", "H", "H", "O", "H", "C", "Cl", "Cl", "H", "H", "C", "C", "N", "H", "H", "H", "Li", "Ca", "Cl", "Cl", "F"], "positions_angstrom": [[-7.620, 0.068, 3.821], [-6.062, 0.501, 3.888], [-5.567, 0.708, 2.336], [-3.965, 0.389, 2.232], [-3.243, 1.618, 1.438], [-1.997, 1.079, 0.082], [-0.652, -0.001, 0.995], [-0.236, -1.153, -0.102], [1.321, -1.535, 0.066], [1.628, -2.980, -0.580], [1.693, -4.026, 0.453], [2.958, -3.843, 1.145], [-1.129, 2.371, -0.685], [-2.104, 3.301, -1.790], [-3.164, 4.512, -0.731], [-2.686, 5.917, -0.790], [-1.741, 6.147, 0.311], [-0.937, 7.500, -0.112], [0.412, 7.551, 0.416], [1.201, 8.560, -0.310], [1.062, 9.948, 0.512], [2.360, 10.305, 1.069], [2.478, 11.740, 1.253], [1.300, 12.413, 2.121], [-0.882, 4.250, -2.935], [-1.590, 5.307, -3.943], [-0.855, 6.563, -4.197], [-2.843, 5.132, -4.643], [-3.184, 2.170, -2.998], [-2.301, 1.127, -3.926], [-4.629, 2.229, -3.044], [-7.689, -1.074, 3.732], [-8.194, 0.432, 4.748], [-8.080, 0.528, 2.874], [-5.884, 1.498, 4.455], [-5.474, -0.372, 4.357], [-6.115, -0.044, 1.666], [-5.811, 1.803, 2.084], [-3.736, -0.649, 1.804], [-3.588, 0.395, 3.335], [-4.018, 2.310, 0.944], [-2.652, 2.210, 2.249], [-2.680, 0.161, -0.824], [-1.117, -0.458, 1.945], [0.227, 0.697, 1.236], [-0.961, -2.033, 0.064], [-0.384, -0.646, -1.131], [1.927, -0.751, -0.539], [1.619, -1.429, 1.174], [0.748, -3.233, -1.282], [2.594, -2.956, -1.229], [3.590, -4.794, 0.984], [2.779, -3.627, 2.277], [3.597, -2.968, 0.730], [-4.251, 4.424, -1.089], [-3.047, 4.211, 0.389], [-2.294, 6.317, 1.311], [-0.977, 5.295, 0.428], [-1.536, 8.418, 0.241], [-0.966, 7.521, -1.270], [2.291, 8.227, -0.464], [0.777, 8.768, -1.366], [0.662, 10.793, -0.172], [0.314, 9.881, 1.395], [3.469, 11.921, 1.810], [2.583, 12.302, 0.238], [0.248, 12.309, 1.660], [1.324, 11.983, 3.188], [1.516, 13.557, 2.136], [-0.099, 4.857, -2.319], [-0.246, 3.528, -3.587], [-1.450, 7.319, -3.944], [-3.565, 5.602, -4.141], [-2.303, 1.465, -5.047], [-1.186, 1.134, -3.600], [-2.692, 0.034, -3.825], [-4.903, 1.537, -3.707], [5.185, -5.379, -0.719], [4.887, -5.557, -1.619], [5.744, -6.150, -0.499], [3.643, -9.251, -0.790], [3.930, -8.600, -2.144], [3.485, -9.512, -3.271], [5.345, -8.323, -2.308], [4.189, -10.196, -0.684], [3.968, -8.609, 0.027], [2.564, -9.452, -0.671], [3.405, -7.642, -2.207], [4.038, -10.462, -3.247], [3.688, -9.055, -4.243], [2.412, -9.727, -3.203], [5.835, -9.176, -2.265], [-5.475, 0.318, -0.644], [-5.298, 1.089, -1.176], [4.531, -5.458, 4.612], [4.681, -5.542, 2.854], [5.846, -6.339, 5.407], [4.566, -4.413, 4.921], [3.580, -5.898, 4.909], [1.918, -11.191, 2.150], [1.732, -11.880, 0.830], [1.584, -12.427, -0.218], [2.726, -10.459, 2.074], [0.997, -10.678, 2.433], [2.171, -11.923, 2.918], [7.442, -5.793, 3.496], [2.113, -11.446, -2.429], [7.846, -9.405, -2.575], [6.055, -8.112, -0.402], [-2.724, 2.380, -6.586]], "forces_ev_per_angstrom": [[0.4241, 0.4599, 0.1656], [-0.4077, -0.3079, -1.2454], [0.5878, -1.0701, 1.2896], [-0.5711, 1.3631, 0.4682], [0.1030, 0.4029, 0.7245], [1.1400, 0.3586, 1.5943], [-0.1218, -0.2588, -0.8207], [0.3886, 1.3011, 1.0959], [-0.3555, 0.1392, -0.9165], [-0.6382, 0.6297, -0.4191], [1.6874, 1.7075, -0.6616], [0.5189, -0.2239, 0.2298], [-2.2506, -0.7830, -0.0931], [1.5133, 0.4524, 0.1702], [0.1169, 0.1803, 1.2759], [0.6311, -0.6989, 1.4105], [0.7253, 1.1318, -0.4436], [-1.3226, -0.3212, -0.3870], [-0.0934, 0.5366, -1.9485], [-0.7909, 0.9627, 0.3400], [-0.0492, 0.0566, -0.1208], [-0.9381, 1.4666, -0.4663], [0.1591, 0.7853, 0.2659], [0.3987, 0.4671, -0.2639], [1.2394, 0.6604, -0.2943], [-0.0207, 0.9252, -0.8353], [-1.8639, -0.6425, 1.3908], [0.8110, 0.9733, 2.4946], [-1.5500, -1.7696, -1.4480], [0.2000, -0.1635, 0.4981], [2.4652, -1.1286, -0.8761], [0.0027, 1.7000, 0.1483], [0.7049, -0.6883, -1.3757], [0.5355, -0.6690, 1.5090], [-0.3406, -1.8372, -0.7153], [-0.7560, 1.5190, -0.4895], [0.7029, 1.5233, 0.7856], [0.4266, -1.8626, -0.0421], [-0.5619, 1.5508, 0.3599], [-0.3369, -0.0437, -1.9186], [0.9796, -1.1344, 0.9657], [-0.9786, -0.6270, -1.4455], [-0.0920, 0.0721, -0.5014], [0.9548, 0.6539, -1.3322], [-1.1105, -1.1598, -0.1822], [1.2976, 1.2341, -0.5645], [0.1623, -1.3318, 1.4105], [-0.9574, -1.1755, 1.1363], [-0.3438, -0.4872, -1.7140], [1.3998, 0.2206, 1.1744], [-1.4968, -0.2328, 1.2419], [-1.2319, 1.6668, 0.1083], [0.1856, -0.4745, -1.8390], [-1.2033, -1.3598, 0.5993], [1.4256, 0.4754, 0.7268], [-0.7550, 0.2035, -1.8892], [0.7223, -0.4337, -1.5267], [-1.1484, 1.1124, -0.2789], [0.8238, -1.1885, -0.3858], [0.3341, -0.1571, 1.7741], [-1.6971, 0.4820, 0.7406], [0.4964, -0.6625, 1.6136], [0.8254, -1.2370, 0.8700], [1.0426, -0.3546, -1.5599], [-1.4987, -0.4341, -0.8071], [-0.3839, -1.0882, 1.4613], [1.7437, -0.0627, 0.7194], [-0.1841, 0.7391, -1.6331], [-0.3096, -1.9678, 0.2051], [-1.3058, -1.0080, -0.9478], [-1.2386, 0.8518, 1.0756], [0.7752, -1.0802, -0.8632], [0.9060, -0.7703, -0.8959], [-0.4272, -0.1277, 1.0193], [-1.6810, -0.1371, -0.3474], [0.5854, 1.7652, -0.2359], [0.2136, 1.0856, 0.8605], [-0.2062, 0.6846, 0.0162], [0.1988, 0.0460, 0.1655], [-0.1691, -0.1944, -0.2327], [-0.6529, -0.4108, -0.1215], [1.5087, 0.1405, 0.1951], [0.6819, 0.6516, -0.5977], [-4.8587, -0.6352, -4.2320], [0.1478, -0.0258, 0.0423], [-0.2026, -0.1230, -0.0591], [-0.4163, 0.0324, -0.1365], [0.0557, -0.1123, -0.0463], [0.4143, -0.0905, -0.0462], [-0.1630, -0.2028, 0.0871], [-0.4982, 1.5264, -0.7616], [1.2350, 0.0436, -0.5423], [-0.0282, -0.5594, 0.5293], [0.0436, 0.4728, -0.4938], [-0.6829, 0.4329, -0.3313], [0.7205, -0.2994, 0.6896], [0.4745, -0.1051, 0.1769], [0.1047, -0.2032, -0.0171], [0.2572, -0.0661, -0.0226], [-0.1439, -0.4600, -0.7708], [-0.3849, -1.4830, -2.7267], [0.6710, 2.3888, 3.8824], [-0.0371, -0.1134, -0.1833], [0.0298, -0.1028, -0.1671], [-0.0284, -0.0324, -0.1912], [-0.5106, -0.2645, -0.3838], [-0.1984, -1.5092, 1.0974], [0.3013, -0.8765, -0.4384], [2.8543, 1.0625, 6.2407], [0.1391, -0.2665, 0.1912]], "lowdin_charge": [-0.159, -0.272, -0.230, -0.245, -0.295, 0.536, -0.270, -0.261, -0.190, -0.224, -0.228, -0.214, -0.350, 0.578, -0.217, -0.255, -0.167, -0.176, -0.188, -0.138, -0.182, -0.204, -0.275, -0.117, -0.123, -0.546, 0.021, 0.080, -0.484, -0.098, 0.003, 0.070, 0.058, 0.073, 0.104, 0.091, 0.090, 0.110, 0.101, 0.091, 0.058, 0.086, 0.033, 0.071, 0.076, 0.120, 0.097, 0.124, 0.108, 0.129, 0.125, -0.007, 0.078, 0.109, 0.110, 0.083, 0.132, 0.136, 0.128, 0.123, 0.139, 0.125, 0.127, 0.134, 0.121, 0.125, 0.072, 0.085, 0.083, 0.088, 0.108, 0.092, 0.118, 0.038, 0.049, 0.073, 0.120, -0.154, 0.024, -0.132, -0.212, -0.469, -0.167, -0.451, 0.075, 0.001, 0.041, 0.153, 0.053, 0.119, -0.066, -0.144, -0.337, -0.135, -0.963, 0.623, 0.506, 0.047, 0.048, -0.018, -0.179, 0.008, 0.090, 0.097, 0.094, 0.741, 1.176, -0.454, 0.232, -0.757], "total_charge": -1, "e_tot_ha": -5126.15537, "e_homo_ev": -3.35, "lumo_ev": -2.3, "gap_ev": 1.008}

# 2
{"formula": "C17H31FO12", "method": "ωB97M-V/def2-TZVPD", "elements": ["O", "C", "O", "C", "C", "C", "C", "F", "O", "H", "H", "H", "H", "H", "H", "H", "C", "C", "O", "C", "O", "O", "C", "H", "H", "H", "H", "H", "H", "H", "H", "C", "C", "O", "C", "O", "O", "C", "H", "H", "H", "H", "H", "H", "H", "H", "C", "C", "O", "C", "O", "O", "C", "H", "H", "H", "H", "H", "H", "H", "H"], "positions_angstrom": [[-2.290, -1.438, -3.180], [-1.712, -0.442, -2.822], [-1.331, 0.602, -3.590], [-1.476, 1.780, -2.777], [-1.544, 1.215, -1.336], [-0.485, 1.798, -0.391], [0.626, 0.848, -0.052], [1.418, 0.581, -1.151], [-1.308, -0.178, -1.536], [-0.594, 2.390, -2.883], [-2.394, 2.246, -3.099], [-2.522, 1.319, -0.886], [-0.109, 2.746, -0.756], [-0.980, 2.016, 0.551], [0.235, -0.081, 0.344], [1.243, 1.287, 0.726], [-4.485, 6.460, 2.450], [-4.407, 6.460, 0.939], [-4.016, 5.174, 0.430], [-4.991, 4.273, 0.361], [-6.142, 4.443, 0.653], [-4.465, 3.138, -0.104], [-5.394, 2.052, -0.191], [-3.545, 6.111, 2.879], [-4.686, 7.466, 2.817], [-5.279, 5.801, 2.799], [-3.636, 7.147, 0.596], [-5.351, 6.763, 0.489], [-6.283, 2.334, -0.749], [-5.670, 1.713, 0.805], [-4.884, 1.248, -0.714], [0.013, -4.009, -0.478], [0.865, -3.021, 0.287], [0.212, -2.583, 1.492], [0.299, -3.417, 2.522], [0.885, -4.466, 2.545], [-0.367, -2.879, 3.545], [-0.387, -3.687, 4.722], [-0.976, -3.591, -0.667], [0.481, -4.249, -1.432], [-0.115, -4.932, 0.086], [1.018, -2.118, -0.302], [1.845, -3.433, 0.523], [0.620, -3.978, 5.011], [-0.999, -4.573, 4.563], [-0.829, -3.076, 5.504], [6.752, -3.694, 0.253], [5.766, -3.991, -0.857], [4.838, -2.913, -1.039], [5.272, -1.871, -1.742], [6.348, -1.749, -2.262], [4.274, -0.993, -1.768], [4.523, 0.229, -2.458], [6.223, -3.439, 1.172], [7.383, -4.562, 0.441], [7.392, -2.853, -0.010], [5.154, -4.853, -0.601], [6.274, -4.204, -1.796], [4.879, 0.048, -3.470], [5.243, 0.836, -1.910], [3.569, 0.744, -2.494]], "forces_ev_per_angstrom": [[1.2281, 1.4277, 0.4140], [-0.1752, -1.3351, 0.0116], [-0.6594, -0.1008, -0.2178], [0.1449, -0.8558, 0.3023], [0.8862, 0.3777, -0.0947], [-0.6440, -0.2635, 0.2706], [-0.0422, 0.2386, 0.4346], [0.2047, -0.0489, -0.2996], [-1.0207, -0.5521, -0.3626], [0.0982, 0.3276, -0.3473], [-0.0897, 0.5438, 0.0677], [-0.3268, 0.1543, -0.0653], [0.1758, 0.1659, -0.2025], [-0.0190, 0.1307, 0.2527], [-0.0762, -0.3127, -0.0961], [0.2965, 0.1172, 0.0202], [-0.0118, -0.2126, 0.0422], [-0.0281, 0.3688, 0.1540], [0.0790, 0.0196, -0.0554], [0.1489, 0.0454, -0.0453], [-0.1912, -0.0003, 0.0651], [0.0450, -0.1775, -0.0982], [-0.0437, -0.2171, -0.0339], [0.0400, 0.0785, -0.0107], [0.0081, 0.0231, -0.0190], [-0.0494, 0.0368, -0.0331], [0.0797, -0.1034, -0.0586], [-0.0486, -0.1154, -0.0016], [-0.0216, 0.0943, 0.0535], [-0.0736, 0.0547, 0.0089], [0.0942, 0.0456, 0.0031], [-0.1731, -0.0638, 0.1864], [0.1564, -0.0843, -0.4834], [-0.0001, 0.1312, -0.0151], [0.0247, 0.1390, -0.0285], [0.0490, -0.1797, 0.0184], [-0.0639, 0.0427, 0.1033], [-0.0515, -0.0035, 0.1661], [0.0370, 0.0641, -0.0982], [0.0165, 0.0352, -0.0139], [0.0777, -0.0186, 0.0013], [-0.0502, 0.0738, 0.0848], [-0.0291, -0.0295, 0.1277], [0.0181, -0.0508, -0.0561], [0.0628, -0.0512, -0.0224], [-0.0323, 0.0693, -0.0598], [-0.0049, 0.2064, 0.0173], [0.2270, -0.2328, 0.0652], [-0.0344, -0.2782, 0.1103], [-0.2241, 0.0238, 0.0463], [0.1468, 0.0361, -0.0567], [-0.1564, 0.1560, -0.0236], [-0.0498, 0.1564, -0.0763], [-0.0194, -0.0835, 0.0180], [-0.0112, -0.0261, -0.0064], [0.0238, -0.0285, -0.0568], [-0.1184, 0.0727, -0.0057], [0.0162, 0.1165, -0.0400], [0.1048, -0.0665, 0.0243], [0.0882, -0.0478, -0.0405], [-0.0383, -0.0336, 0.0551]], "nbo_charge": [-0.555, 0.975, -0.492, -0.092, 0.066, -0.459, 0.055, -0.373, -0.510, 0.196, 0.197, 0.190, 0.216, 0.227, 0.187, 0.168, -0.639, -0.072, -0.497, 0.982, -0.639, -0.507, -0.258, 0.212, 0.220, 0.225, 0.190, 0.198, 0.202, 0.194, 0.191, -0.640, -0.074, -0.501, 0.982, -0.647, -0.498, -0.256, 0.220, 0.221, 0.219, 0.196, 0.199, 0.197, 0.189, 0.193, -0.638, -0.071, -0.498, 0.983, -0.647, -0.493, -0.257, 0.212, 0.217, 0.223, 0.190, 0.195, 0.193, 0.185, 0.205], "smiles": "O=C1OC[C@H](CCF)O1.CCOC(=O)OC.CCOC(=O)OC.CCOC(=O)OC", "e_tot_ha": -1669.14216, "e_homo_ev": -10.74, "lumo_ev": 0.4, "gap_ev": 11.189, "e_above_lowest_kj_mol": 0.00}

# 3
{"formula": "CH3O4S", "method": "ωB97M-V/def2-TZVPD", "elements": ["C", "S", "O", "O", "O", "O", "H", "H", "H"], "positions_angstrom": [[-1.796, -0.232, -0.062], [-0.122, -0.543, 0.039], [0.219, -1.670, -0.836], [0.556, -0.601, 1.335], [0.962, 0.827, -0.609], [2.024, 1.286, 0.220], [-2.230, 0.691, 0.228], [-1.821, -0.273, -1.140], [2.209, 0.515, 0.826]], "forces_ev_per_angstrom": [[2.0289, -0.8282, -0.7653], [1.6166, -0.1380, 0.5608], [-0.5229, 1.2954, 0.2749], [-1.0230, -0.0353, 0.1943], [-1.2379, -0.5745, -0.8024], [0.2523, -0.9508, 0.9791], [0.2499, 0.9355, 0.9010], [-0.7620, -0.4101, -0.6299], [-0.6018, 0.7061, -0.7125]], "nbo_charge": [-1.053, 2.185, -0.969, -1.015, -0.522, -0.484, 0.198, 0.196, 0.465], "smiles": "C=[S@](=O)([O-])OO", "total_charge": -1, "e_tot_ha": -738.93787, "e_homo_ev": -4.06, "lumo_ev": 4.1, "gap_ev": 8.131, "e_above_lowest_kj_mol": 492.31}